{"formula": "C27H30Cl2F24InNO6PS", "method": "ωB97M-V with the def2-TZVPD basis set", "spin_multiplicity": 1, "total_charge": -1, "energy_ha": -5799.78959, "e_homo_ev": -5.4, "lumo_energy_ha": 0.074, "elements": ["C", "C", "Cl", "C", "Cl", "In", "C", "C", "O", "C", "N", "C", "C", "C", "C", "C", "C", "P", "O", "O", "S", "H", "H", "H", "H", "H", "H", "H", "H", "H", "H", "H", "H", "H", "H", "H", "H", "H", "H", "C", "C", "C", "F", "F", "F", "F", "O", "C", "C", "F", "F", "F", "F", "H", "H", "H", "H", "C", "C", "C", "F", "F", "F", "F", "O", "C", "C", "F", "F", "F", "F", "H", "H", "H", "H", "C", "C", "C", "F", "F", "F", "F", "O", "C", "C", "F", "F", "F", "F", "H", "H", "H", "H"], "xyz": [[-1.07, 0.59, 0.34], [-0.27, -0.76, 0.06], [-1.15, -2.39, 0.03], [1.13, -0.73, -0.14], [1.95, -2.37, -0.44], [2.46, 1.10, -0.09], [2.25, 2.47, -1.87], [0.82, 2.44, -2.59], [-0.20, 3.24, -1.89], [1.02, 3.20, -4.03], [1.61, 4.58, -3.87], [2.26, 2.36, 1.78], [1.06, 2.30, 2.78], [1.11, 3.29, 3.98], [2.28, 4.30, 4.24], [3.49, 4.33, 3.26], [3.44, 3.37, 2.05], [4.89, 0.24, -0.13], [6.04, 1.51, 0.13], [5.18, -0.30, -1.77], [5.17, -1.31, 1.00], [-0.45, 1.48, 0.00], [-1.43, 0.66, 1.43], [-2.05, 0.51, -0.29], [2.49, 3.55, -1.55], [3.06, 2.16, -2.63], [0.43, 1.40, -2.85], [-0.63, 3.77, -2.60], [1.82, 2.61, -4.61], [0.06, 3.21, -4.65], [1.23, 5.05, -3.04], [2.63, 4.52, -3.71], [0.20, 1.56, 2.61], [0.27, 3.33, 4.78], [2.30, 5.04, 5.11], [4.37, 5.05, 3.44], [4.32, 3.42, 1.32], [6.82, 1.28, -0.43], [5.28, 0.52, -2.33], [-3.81, -2.84, -3.41], [-4.97, -2.54, -2.43], [-5.03, -3.42, -1.18], [-5.21, -4.72, -1.48], [-6.08, -3.06, -0.40], [-6.14, -2.58, -3.11], [-4.82, -1.25, -2.02], [-4.12, -3.65, -4.55], [-4.07, -5.05, -4.39], [-5.43, -5.72, -4.61], [-6.36, -5.26, -3.74], [-5.35, -7.06, -4.42], [-3.53, -5.35, -3.20], [-3.20, -5.50, -5.32], [-3.52, -1.88, -3.84], [-2.91, -3.19, -2.89], [-4.12, -3.32, -0.58], [-5.80, -5.53, -5.62], [2.92, -5.49, 1.39], [4.41, -5.73, 1.74], [5.27, -6.28, 0.61], [4.86, -7.50, 0.19], [6.56, -6.44, 1.03], [4.49, -6.51, 2.85], [4.93, -4.52, 2.10], [2.00, -6.51, 1.80], [1.82, -7.61, 0.94], [2.25, -8.93, 1.58], [3.56, -8.92, 1.92], [2.08, -9.96, 0.71], [2.43, -7.37, -0.24], [0.49, -7.66, 0.67], [2.61, -4.61, 1.96], [2.78, -5.21, 0.35], [5.29, -5.61, -0.25], [1.67, -9.14, 2.48], [-2.15, 7.73, 2.24], [-3.67, 7.80, 2.49], [-4.17, 7.13, 3.77], [-3.92, 5.80, 3.79], [-5.52, 7.26, 3.89], [-4.32, 7.32, 1.41], [-4.00, 9.12, 2.57], [-1.69, 6.72, 1.34], [-1.45, 5.43, 1.88], [-2.36, 4.36, 1.27], [-3.67, 4.63, 1.50], [-2.12, 3.15, 1.83], [-1.52, 5.48, 3.23], [-0.17, 5.14, 1.59], [-1.89, 8.66, 1.74], [-1.57, 7.74, 3.17], [-3.72, 7.58, 4.66], [-2.21, 4.28, 0.20]], "lowdin_charge": [-0.14, -0.72, 0.47, -0.63, 0.42, 0.61, -0.24, -0.41, -0.12, -0.24, -0.04, -0.21, -0.10, -0.10, -0.11, -0.10, -0.11, 0.17, -0.36, -0.37, 0.15, 0.05, 0.07, 0.09, 0.06, 0.04, 0.13, 0.08, 0.12, 0.11, 0.06, 0.06, 0.07, 0.08, 0.07, 0.08, 0.06, 0.05, 0.04, -0.04, -0.43, -0.30, 0.09, 0.09, 0.12, 0.10, 0.03, -0.51, -0.28, 0.09, 0.09, 0.14, 0.14, 0.15, 0.14, 0.15, 0.17, -0.05, -0.43, -0.29, 0.08, 0.09, 0.12, 0.08, 0.03, -0.51, -0.28, 0.09, 0.09, 0.14, 0.14, 0.15, 0.12, 0.18, 0.17, -0.05, -0.43, -0.30, 0.10, 0.09, 0.13, 0.10, 0.03, -0.50, -0.26, 0.09, 0.09, 0.13, 0.15, 0.15, 0.14, 0.17, 0.17]}

{"formula": "C27H30CoFN2O4S", "method": "ωB97M-V with the def2-TZVPD basis set", "spin_multiplicity": 5, "energy_ha": -3338.14990, "e_homo_ev": [-8.6, -8.7], "s_squared": 6.05, "lumo_energy_ha": [0.012, -0.109], "elements": ["Co", "C", "C", "C", "C", "C", "C", "C", "C", "C", "C", "C", "C", "N", "C", "C", "C", "C", "C", "C", "F", "H", "H", "H", "H", "H", "H", "H", "H", "H", "H", "H", "H", "H", "H", "H", "H", "H", "H", "H", "H", "H", "C", "C", "C", "C", "C", "C", "C", "S", "O", "O", "N", "C", "C", "O", "O", "H", "H", "H", "H", "H", "H", "H", "H", "H"], "xyz": [[0.29, 2.04, -0.54], [0.36, -2.25, 0.95], [0.61, -0.75, 1.10], [2.02, -0.47, 1.63], [-0.46, -0.12, 1.97], [-0.54, -0.40, 3.32], [-1.54, 0.15, 4.11], [-2.47, 1.00, 3.55], [-2.44, 1.32, 2.19], [-3.43, 2.31, 1.62], [-4.87, 1.83, 1.81], [-3.22, 3.69, 2.24], [-1.42, 0.73, 1.43], [-1.30, 1.06, 0.05], [-2.14, 0.53, -0.84], [-3.06, -0.52, -0.57], [-3.81, -1.04, -1.59], [-3.70, -0.54, -2.89], [-2.83, 0.50, -3.19], [-2.08, 1.02, -2.17], [-1.23, 2.07, -2.39], [1.14, -2.71, 0.34], [-0.60, -2.46, 0.49], [0.38, -2.74, 1.93], [0.55, -0.31, 0.09], [2.20, -0.99, 2.57], [2.18, 0.59, 1.80], [2.76, -0.82, 0.91], [0.19, -1.06, 3.77], [-1.58, -0.08, 5.17], [-3.24, 1.44, 4.17], [-3.26, 2.40, 0.55], [-5.12, 1.75, 2.87], [-5.02, 0.85, 1.36], [-5.57, 2.53, 1.36], [-3.41, 3.67, 3.31], [-3.91, 4.41, 1.79], [-2.20, 4.04, 2.09], [-3.12, -0.91, 0.44], [-4.49, -1.85, -1.39], [-4.30, -0.97, -3.68], [-2.73, 0.90, -4.19], [4.54, -4.41, -1.09], [3.89, -3.14, -1.57], [4.64, -2.12, -2.13], [4.04, -0.95, -2.58], [2.67, -0.80, -2.45], [1.90, -1.82, -1.89], [2.51, -2.98, -1.46], [1.88, 0.71, -2.96], [2.75, 1.33, -3.93], [0.52, 0.37, -3.31], [1.79, 1.58, -1.62], [3.02, 2.11, -1.06], [2.75, 2.56, 0.38], [3.64, 2.63, 1.19], [1.50, 2.84, 0.65], [5.62, -4.38, -1.23], [4.16, -5.27, -1.64], [4.34, -4.58, -0.04], [5.72, -2.23, -2.23], [4.62, -0.17, -3.04], [0.83, -1.69, -1.82], [1.91, -3.78, -1.04], [3.35, 2.97, -1.63], [3.83, 1.37, -1.06]], "lowdin_spin": [2.70, 0.00, 0.00, 0.00, 0.02, 0.00, 0.01, 0.00, 0.02, 0.00, 0.00, 0.00, 0.04, 0.43, 0.05, 0.11, 0.00, 0.16, -0.02, 0.13, 0.05, 0.00, 0.00, 0.00, 0.00, 0.00, 0.00, 0.00, 0.00, 0.00, 0.00, 0.00, 0.00, 0.00, 0.00, 0.00, 0.00, 0.00, 0.00, 0.00, 0.01, 0.00, 0.00, 0.00, 0.00, 0.00, 0.00, 0.00, 0.00, 0.02, 0.01, 0.00, 0.09, 0.01, 0.01, 0.01, 0.11, 0.00, 0.00, 0.00, 0.00, 0.00, 0.00, 0.00, 0.00, 0.00]}

{"formula": "C27H30CuN2O5Te", "method": "ωB97M-V with the def2-TZVPD basis set", "spin_multiplicity": 2, "energy_ha": -3441.05500, "e_homo_ev": [-7.2, -7.2], "s_squared": 0.76, "lumo_energy_ha": [-0.020, -0.033], "elements": ["Cu", "O", "C", "O", "C", "C", "C", "C", "C", "N", "C", "O", "O", "H", "H", "H", "H", "H", "C", "C", "O", "N", "Te", "C", "C", "C", "C", "C", "C", "C", "C", "C", "C", "C", "C", "C", "C", "C", "C", "C", "C", "H", "H", "H", "H", "H", "H", "H", "H", "H", "H", "H", "H", "H", "H", "H", "H", "H", "H", "H", "H", "H", "H", "H", "H", "H"], "xyz": [[-0.67, -3.47, -0.04], [2.34, -6.05, 0.29], [1.45, -4.99, 0.29], [0.47, -5.07, -0.55], [1.01, -4.77, 1.75], [1.70, -5.10, 2.92], [1.10, -4.84, 4.13], [-0.17, -4.27, 4.19], [-0.79, -3.98, 2.99], [-0.19, -4.23, 1.83], [-2.17, -3.38, 2.75], [-2.94, -3.16, 3.82], [-2.56, -3.14, 1.64], [2.33, -6.37, -0.63], [2.68, -5.55, 2.85], [1.62, -5.08, 5.05], [-0.64, -4.08, 5.15], [-2.49, -3.42, 4.63], [3.00, -1.73, -0.93], [1.87, -2.62, -0.47], [2.36, -3.78, 0.01], [0.66, -2.25, -0.53], [-0.04, 0.17, -1.92], [-0.04, 2.17, -2.68], [-1.16, 2.99, -2.66], [-2.49, 2.57, -2.10], [-1.07, 4.28, -3.18], [0.09, 4.77, -3.74], [0.17, 6.16, -4.31], [1.20, 3.93, -3.78], [1.15, 2.64, -3.26], [2.39, 1.79, -3.38], [-0.61, 0.75, 0.04], [-1.82, 0.31, 0.59], [-2.85, -0.51, -0.14], [-2.14, 0.69, 1.90], [-1.31, 1.48, 2.66], [-1.68, 1.88, 4.06], [-0.12, 1.91, 2.09], [0.25, 1.56, 0.80], [1.55, 2.08, 0.26], [3.95, -2.23, -0.77], [2.97, -0.79, -0.39], [2.87, -1.50, -1.99], [-2.56, 1.48, -2.03], [-3.30, 2.92, -2.75], [-2.65, 2.98, -1.10], [-1.96, 4.92, -3.16], [-0.79, 6.67, -4.24], [0.47, 6.14, -5.36], [0.91, 6.76, -3.77], [2.12, 4.28, -4.23], [3.21, 2.37, -3.80], [2.22, 0.93, -4.03], [2.70, 1.39, -2.41], [-2.43, -1.08, -0.97], [-3.63, 0.14, -0.55], [-3.33, -1.20, 0.54], [-3.08, 0.34, 2.32], [-2.63, 1.44, 4.36], [-1.77, 2.97, 4.15], [-0.92, 1.57, 4.78], [0.55, 2.54, 2.67], [2.10, 2.60, 1.04], [1.39, 2.78, -0.56], [2.17, 1.27, -0.12]], "lowdin_spin": [0.35, 0.00, 0.00, 0.06, 0.00, 0.00, 0.00, 0.00, 0.00, 0.01, 0.00, 0.00, 0.00, 0.00, 0.00, 0.00, 0.00, 0.00, 0.02, 0.05, 0.02, 0.44, 0.02, 0.01, 0.00, 0.00, 0.00, 0.00, 0.00, 0.00, 0.00, 0.00, 0.00, 0.00, 0.00, 0.00, 0.00, 0.00, 0.00, 0.00, 0.00, 0.00, 0.00, 0.00, 0.00, 0.00, 0.00, 0.00, 0.00, 0.00, 0.00, 0.00, 0.00, 0.00, 0.00, 0.00, 0.00, 0.00, 0.00, 0.00, 0.00, 0.00, 0.00, 0.00, 0.00, 0.00]}